{"formula": "C6H11N", "method": "ωB97M-V/def2-TZVPD", "species": ["C", "N", "C", "C", "C", "C", "C", "H", "H", "H", "H", "H", "H", "H", "H", "H", "H", "H"], "positions_angstrom": [[-2.598610, -0.678569, -0.202301], [-1.470031, -0.319906, -1.047002], [-0.269834, 0.139550, -0.371165], [1.008921, -0.528640, -0.166892], [2.236784, 0.169668, 0.274803], [3.420192, -0.508677, 0.259858], [-0.632070, 1.385772, 0.395027], [-3.558276, -0.555598, -0.616641], [-2.494178, -0.229963, 0.820742], [-2.531100, -1.769747, 0.000385], [-1.575075, 0.011777, -1.982898], [0.935415, -1.650408, -0.455568], [2.048503, 1.185229, 0.684023], [4.303307, 0.036909, 0.040163], [3.523562, -1.643843, 0.538840], [-1.289461, 1.916694, -0.263586], [-1.287884, 1.077866, 1.190404], [0.229833, 1.961878, 0.901807]], "forces_ev_per_a": [[2.02, -1.39, 1.03], [1.27, -0.94, 0.95], [1.48, -0.16, 0.81], [-2.03, 0.76, -0.30], [-4.09, -1.77, -0.49], [1.46, -2.35, 1.06], [1.78, 0.08, 0.55], [-1.24, 0.74, -0.66], [-0.48, -0.05, -1.01], [-0.15, 0.21, 0.05], [-0.58, 0.17, -0.16], [0.91, 1.93, 0.19], [0.63, -0.43, -0.88], [1.11, 0.24, 0.37], [-0.28, 2.17, -1.03], [-0.05, 1.35, -0.31], [-0.31, 0.08, 1.00], [-1.44, -0.64, -1.17]], "de_lowest_kcal_mol": 49.1, "largest_force_ha_per_bohr": 0.0871, "e_tot_ev": -7886.33696, "homo_ev": [0.15, -2.03], "multiplicity": 2, "orbital_gap_ev": [3.939, 6.053], "lumo_ev": [4.090, 4.024], "charge": -1}


{"formula": "C25H44NbO18", "method": "ωB97M-V/def2-TZVPD", "species": ["C", "C", "C", "C", "C", "C", "C", "O", "Nb", "C", "C", "C", "O", "O", "H", "H", "H", "H", "H", "H", "H", "H", "H", "H", "H", "H", "H", "H", "H", "H", "H", "H", "H", "H", "H", "H", "H", "H", "C", "C", "O", "C", "O", "O", "H", "H", "H", "H", "C", "C", "O", "C", "O", "O", "H", "H", "H", "H", "C", "C", "O", "C", "O", "O", "H", "H", "H", "H", "C", "C", "O", "C", "O", "O", "H", "H", "H", "H", "C", "C", "O", "C", "O", "O", "H", "H", "H", "H"], "positions_angstrom": [[-3.011095, -4.694109, -4.285040], [-1.533778, -4.085743, -4.433241], [-0.605075, -4.988984, -3.538428], [-1.625391, -2.587129, -3.965150], [-0.366991, -1.698459, -4.318963], [-0.937031, -0.285712, -4.815091], [0.497385, -1.356595, -3.031850], [0.860162, -2.519382, -2.262853], [1.305597, -1.766197, -0.327578], [0.938562, -3.861144, 0.533124], [0.137606, -3.667253, 1.917201], [-1.302990, -4.241706, 1.750286], [-1.700480, -5.191536, 2.410439], [-2.085914, -3.600328, 0.786961], [-3.141936, -5.589121, -4.943902], [-3.168079, -5.001629, -3.208399], [-3.762719, -3.882303, -4.474281], [-1.279916, -4.201527, -5.525893], [-0.689794, -6.045601, -3.940145], [-1.030438, -5.039266, -2.497008], [0.474032, -4.706422, -3.556027], [-2.499754, -2.135466, -4.518535], [-1.800521, -2.569782, -2.858129], [0.300217, -2.146717, -5.106345], [-0.148676, 0.490338, -4.618963], [-1.776989, -0.055092, -4.102532], [-1.274840, -0.324536, -5.880932], [1.381804, -0.764083, -3.409093], [-0.094295, -0.638636, -2.388478], [3.097838, -2.068580, -0.548222], [1.599570, -0.084122, -1.027019], [-0.474247, -1.286443, -0.157571], [1.660671, -1.126039, 1.350639], [1.870582, -4.462542, 0.684470], [0.282647, -4.405497, -0.208162], [0.684023, -4.102689, 2.786417], [0.022479, -2.563950, 2.133326], [-2.755672, -4.248807, 0.492639], [4.356895, 1.062143, 3.723458], [3.866322, -0.097369, 4.544447], [3.592787, -1.088670, 3.562638], [4.350833, -0.799402, 2.467012], [4.481844, -1.517546, 1.530311], [4.935857, 0.426621, 2.589507], [5.095843, 1.666089, 4.248828], [3.542152, 1.709991, 3.388292], [4.630435, -0.477730, 5.229137], [2.968370, 0.142182, 5.114021], [-4.559640, -0.149768, -0.008851], [-4.362137, -1.510027, -0.611285], [-4.321228, -1.233097, -2.009973], [-3.940200, 0.062481, -2.154038], [-3.637361, 0.563840, -3.194321], [-3.938659, 0.710209, -0.961834], [-4.085827, -0.052144, 0.967467], [-5.613127, 0.121095, 0.077898], [-3.414536, -1.965560, -0.312938], [-5.175763, -2.193546, -0.374367], [5.170623, 6.111296, 1.798991], [5.580121, 4.775187, 1.246374], [5.995946, 4.066723, 2.412727], [5.374849, 4.634560, 3.476366], [5.374176, 4.176858, 4.582004], [4.753056, 5.789268, 3.125475], [4.359797, 6.567192, 1.237516], [6.003117, 6.813939, 1.853317], [4.747760, 4.238062, 0.784956], [6.394439, 4.850006, 0.526745], [5.155078, 10.540053, 4.229217], [6.470500, 9.996305, 3.746036], [6.075146, 9.033577, 2.774223], [4.837192, 9.383590, 2.332566], [4.286949, 8.883708, 1.400552], [4.310222, 10.377789, 3.093614], [5.215500, 11.588181, 4.520416], [4.743175, 9.962932, 5.060859], [7.085318, 10.757894, 3.259149], [7.049580, 9.528769, 4.541637], [-8.813143, -4.424149, -0.003972], [-8.902447, -3.807079, -1.372048], [-8.634507, -2.431995, -1.115585], [-7.924688, -2.364625, 0.040581], [-7.395676, -1.377844, 0.449948], [-7.892539, -3.569906, 0.667323], [-8.443722, -5.448755, -0.028352], [-9.767555, -4.402781, 0.528758], [-8.142779, -4.193283, -2.056428], [-9.884910, -3.932474, -1.826048]], "forces_ev_per_a": [[0.59, 0.44, 0.52], [-1.21, -0.60, 0.87], [-0.42, -0.61, -0.77], [0.77, -0.43, -1.14], [-0.48, 0.98, 0.69], [0.60, -0.75, 1.16], [-0.53, 0.10, -1.10], [0.35, 1.98, 1.49], [-1.03, -3.04, -2.53], [-0.10, -0.25, 0.52], [-0.63, 0.80, -0.95], [0.93, -0.50, 1.12], [-0.10, 1.14, -1.33], [0.74, -1.15, 0.67], [-0.11, 0.76, 0.53], [0.15, 0.18, -1.07], [0.50, -0.94, -0.20], [0.08, 0.46, 1.05], [0.17, 0.96, 0.37], [0.72, 0.36, -0.87], [-0.97, 0.00, 0.27], [0.71, -0.43, 0.81], [0.02, 0.08, -0.87], [-0.69, 0.15, 0.73], [-0.67, -0.51, -0.65], [0.72, -0.04, -1.15], [0.24, 0.21, 0.93], [-0.54, -0.73, 0.55], [0.37, -0.62, -0.77], [0.12, 0.75, 0.01], [0.47, 0.17, 0.37], [-0.18, 0.85, 0.31], [-0.10, 0.05, -0.10], [-0.84, 0.36, 0.01], [0.71, 0.51, 0.61], [-0.81, 0.04, -0.69], [0.05, -1.04, -0.16], [0.23, 0.30, 0.46], [0.16, 0.64, 0.14], [-0.22, -0.10, 0.42], [0.25, 0.18, -0.10], [-0.09, -0.56, -0.77], [0.34, 0.26, 0.67], [-0.16, -0.25, 0.15], [0.04, -0.02, -0.20], [-0.01, -0.07, 0.02], [0.01, 0.03, -0.03], [-0.04, -0.16, -0.12], [-0.24, 0.19, 0.67], [0.19, -0.67, 0.36], [-0.01, 0.48, -0.13], [0.26, 0.17, -0.23], [-0.35, -0.08, 0.33], [0.01, -0.24, -0.49], [0.13, 0.11, -0.16], [0.06, -0.04, -0.06], [0.02, 0.14, -0.05], [-0.01, 0.07, -0.20], [-0.06, 0.29, -0.51], [-0.03, -0.17, -0.60], [-0.16, 0.20, 0.47], [0.00, -0.23, 0.45], [0.02, 0.23, -0.45], [0.21, -0.41, 0.17], [-0.01, -0.03, 0.22], [-0.04, -0.07, 0.01], [0.04, -0.01, 0.06], [0.05, -0.14, 0.17], [-0.16, 0.30, 0.53], [0.59, 0.08, 0.27], [-0.34, 0.17, -0.08], [-0.42, -0.18, -0.46], [0.26, 0.41, 0.38], [0.25, -0.26, -0.21], [-0.15, -0.03, -0.16], [0.03, -0.02, -0.06], [-0.06, -0.02, -0.01], [-0.04, -0.15, -0.16], [-0.19, -0.56, 0.19], [-0.18, -0.26, -0.56], [0.14, -0.02, 0.39], [0.22, 0.49, 0.16], [-0.33, -0.42, -0.10], [0.00, 0.32, -0.23], [0.13, 0.13, 0.13], [0.03, 0.04, -0.02], [0.00, 0.03, 0.06], [0.06, 0.21, 0.01]], "largest_force_ha_per_bohr": 0.0795, "e_tot_ev": -65038.96546, "homo_ev": -4.37, "multiplicity": 1, "orbital_gap_ev": 5.922, "lumo_ev": 1.549, "charge": -1}


{"formula": "C23H65F3N6O10S", "method": "ωB97M-V/def2-TZVPD", "species": ["N", "H", "H", "H", "H", "C", "F", "F", "F", "S", "O", "O", "O", "C", "C", "O", "O", "H", "H", "H", "H", "H", "H", "C", "C", "C", "O", "C", "N", "H", "H", "H", "H", "H", "H", "H", "H", "H", "H", "H", "C", "C", "C", "O", "C", "N", "H", "H", "H", "H", "H", "H", "H", "H", "H", "H", "H", "C", "C", "C", "O", "C", "N", "H", "H", "H", "H", "H", "H", "H", "H", "H", "H", "H", "C", "C", "C", "O", "C", "N", "H", "H", "H", "H", "H", "H", "H", "H", "H", "H", "H", "C", "C", "C", "O", "C", "N", "H", "H", "H", "H", "H", "H", "H", "H", "H", "H", "H"], "positions_angstrom": [[0.195245, 5.363410, 0.867621], [-0.562122, 4.724711, 0.671234], [0.952732, 5.170366, 0.228046], [0.588296, 5.205718, 1.784544], [-0.028507, 6.336242, 0.713933], [0.609258, 10.108423, 1.463086], [0.273465, 10.975515, 0.492593], [1.735024, 9.596806, 0.903913], [0.753407, 10.764178, 2.593276], [-0.763079, 8.763310, 1.593347], [-0.605795, 8.092164, 2.900643], [-2.084931, 9.405707, 1.365342], [-0.424436, 7.801052, 0.576165], [-2.092903, 10.112761, -1.714043], [-2.716050, 9.939653, -3.133745], [-3.062544, 11.174080, -3.638344], [-3.060250, 10.354745, -0.794198], [-1.333284, 10.870209, -1.520796], [-1.639190, 9.175739, -1.391203], [-3.521106, 9.219084, -3.277888], [-1.941132, 9.600049, -3.820963], [-3.903739, 11.420103, -3.246591], [-2.793981, 9.829197, -0.036238], [2.539262, 13.828771, 2.180519], [1.935631, 14.664307, 3.287769], [1.038754, 13.807612, 4.217170], [0.111342, 14.557774, 5.042137], [-0.876556, 15.107062, 4.258000], [3.008538, 15.257911, 4.063741], [3.276105, 13.058917, 2.409620], [2.951181, 14.516764, 1.442220], [1.769019, 13.293862, 1.624913], [1.474584, 15.584434, 2.928741], [1.746751, 13.186242, 4.765554], [0.530673, 13.012365, 3.671689], [-1.488971, 14.351866, 3.765308], [-0.487532, 15.794196, 3.506602], [-1.596386, 15.834379, 4.633446], [3.808735, 14.711248, 4.348248], [2.793003, 16.010886, 4.701451], [-1.389828, 11.053012, 5.539244], [-2.146851, 9.685275, 5.585903], [-1.652820, 8.836279, 6.790267], [-2.060213, 7.516216, 6.589806], [-1.449671, 6.497590, 7.432919], [-3.638779, 9.892824, 5.738911], [-0.382701, 10.982202, 5.128424], [-1.351933, 11.468429, 6.546268], [-1.871421, 11.845767, 4.966790], [-1.821228, 9.111264, 4.718387], [-2.147039, 9.282730, 7.653127], [-0.584831, 9.012065, 6.919119], [-1.849506, 6.669239, 8.432303], [-0.367901, 6.398692, 7.343057], [-1.941752, 5.581471, 7.106281], [-3.861275, 10.383350, 6.593298], [-3.959510, 8.957306, 5.943904], [3.403190, 10.394032, 4.927100], [3.357919, 10.534842, 6.507622], [2.053292, 11.131873, 7.178267], [2.171025, 11.716389, 8.491276], [2.451077, 10.757384, 9.600658], [3.549315, 9.152221, 6.957471], [2.429365, 10.057321, 4.571603], [4.025913, 9.563591, 4.594418], [3.676951, 11.243688, 4.301620], [4.170347, 11.246314, 6.655484], [1.262475, 10.391955, 7.054859], [1.730782, 12.063011, 6.712358], [2.231811, 11.169185, 10.585762], [3.475623, 10.395329, 9.514982], [1.786912, 9.893852, 9.636557], [3.993608, 8.448716, 6.384954], [3.986889, 9.350986, 7.845792], [-6.377573, 10.839750, 2.467362], [-4.859876, 10.813735, 2.205165], [-4.185757, 12.130675, 2.432057], [-4.788214, 13.316150, 1.970797], [-4.824298, 13.343164, 0.568286], [-4.313078, 9.698007, 3.009644], [-6.585115, 9.769927, 2.444926], [-7.020864, 11.330967, 1.737299], [-6.737239, 10.999272, 3.483873], [-4.700396, 10.607220, 1.146855], [-3.171169, 12.206525, 2.040955], [-4.058572, 12.323634, 3.497274], [-3.811974, 13.178623, 0.199177], [-5.131792, 14.361174, 0.329124], [-5.648856, 12.823584, 0.080182], [-3.378620, 9.503460, 2.679427], [-4.123917, 9.819961, 3.994252], [0.846568, 5.325281, 5.312308], [1.888391, 6.344760, 4.864964], [3.342341, 5.957180, 5.031717], [4.309563, 6.747610, 4.341032], [5.710609, 6.577778, 4.687922], [1.733349, 6.459404, 3.444300], [1.040103, 4.982762, 6.328834], [0.910768, 4.427933, 4.696876], [-0.173894, 5.705926, 5.355597], [1.808616, 7.242774, 5.477594], [3.608952, 4.942344, 4.736536], [3.437913, 6.069070, 6.111732], [6.280415, 7.351944, 4.174027], [6.019332, 5.551805, 4.487516], [5.884799, 6.797676, 5.741207], [2.437898, 7.093559, 3.095636], [0.879101, 6.991861, 3.361548]], "forces_ev_per_a": [[1.04, -1.98, -0.46], [-0.34, -0.03, 0.00], [0.31, -0.32, -0.41], [0.18, 0.26, 1.05], [-0.83, 1.64, 0.23], [-0.41, 0.08, -2.67], [-1.12, 0.40, 0.60], [-0.25, -0.54, 2.09], [0.51, -0.57, -0.04], [-0.59, -1.08, 2.16], [-0.53, 1.96, -0.90], [2.21, -0.45, 1.09], [0.19, 0.54, -1.78], [0.61, -1.73, -1.16], [2.29, 0.06, 0.28], [-1.00, 1.38, -0.54], [-2.86, 0.76, 1.42], [0.33, 0.29, -1.43], [0.50, -0.46, -0.59], [-0.17, -0.19, 0.91], [0.33, -0.23, 0.14], [-0.07, 0.25, -0.01], [-0.36, 0.28, 0.29], [-0.70, 0.25, -1.37], [0.81, -0.02, 1.84], [-0.23, 0.11, -0.66], [1.36, -0.79, 0.51], [-1.00, 1.08, -1.80], [0.98, 0.62, 0.02], [0.15, 0.31, 0.64], [0.41, -0.11, 0.09], [-0.30, -0.03, 0.05], [-0.73, -0.61, -0.58], [-0.11, 0.56, 0.99], [-0.83, 0.30, -0.48], [0.01, -0.31, -0.26], [0.51, -0.43, -0.67], [0.17, -0.47, 1.73], [-0.38, -0.16, 0.00], [-0.15, -0.34, -0.09], [-0.64, -0.32, 0.39], [0.81, 1.08, 1.21], [-0.27, 1.23, -0.51], [0.86, -0.81, -0.15], [-1.86, 0.61, -0.31], [1.20, -0.96, -1.26], [0.03, -0.31, 0.23], [0.30, 0.00, 0.16], [-0.41, -0.28, -0.30], [-0.91, -0.07, -0.40], [0.01, -0.09, 0.57], [0.31, -0.54, -0.07], [0.69, 0.01, 0.38], [-0.15, 0.45, 0.20], [0.31, -0.12, -0.12], [0.28, 0.60, 0.05], [-0.50, -0.46, -0.06], [-1.52, -0.08, 0.13], [-0.26, -0.16, -2.61], [0.81, 1.03, -0.49], [0.39, -2.42, 1.56], [-0.50, 0.42, -1.10], [-0.47, 1.32, 1.86], [-0.42, 0.12, -0.06], [0.46, 0.08, 0.48], [-0.02, 0.36, 0.50], [0.37, -0.24, 0.93], [-0.14, -0.21, 0.48], [0.07, -0.28, -0.95], [0.50, 0.90, -0.33], [0.04, 0.17, 0.29], [-0.17, -0.21, -0.88], [0.46, 0.67, -0.14], [0.34, -1.56, 0.26], [-0.29, -1.59, 0.40], [-2.29, -1.81, -0.21], [2.34, 2.99, 2.05], [-1.20, -1.79, 0.23], [-0.27, 1.97, -0.54], [1.27, 3.14, -2.16], [-0.59, -0.13, -0.70], [0.46, 0.18, 0.07], [0.56, 1.02, 0.12], [0.07, -0.48, -0.08], [0.27, -0.96, -0.33], [-0.24, -0.28, 0.27], [-0.24, -0.42, -0.52], [0.45, 0.30, -0.03], [0.33, -1.07, 0.24], [0.57, -1.08, -1.19], [-1.38, 0.09, 2.54], [0.81, -0.57, 0.97], [0.96, -0.84, -0.64], [1.40, -1.14, 1.60], [-0.20, 1.25, -0.09], [-1.38, 0.14, 0.49], [-1.21, 1.10, -1.07], [0.15, -0.01, 0.20], [-0.12, 0.09, -0.19], [0.16, 0.22, -0.56], [-0.48, 0.63, -0.36], [-0.67, -0.50, 0.18], [0.86, -0.29, 0.40], [-0.17, -0.40, -0.50], [0.24, 0.10, -0.22], [-0.21, -0.21, 0.32], [0.43, 0.05, -0.21], [-0.37, 0.10, -0.66]], "largest_force_ha_per_bohr": 0.0838, "e_tot_ev": -73294.07220, "homo_ev": [-10.18, -10.18], "multiplicity": 2, "orbital_gap_ev": [7.718, 3.378], "lumo_ev": [-2.465, -6.805], "charge": 1}